[1]
58
Properties=species:S:1:pos:R:3 method="wB97M-V/def2-TZVPD" charge=-2 homo_energy_ev="-0.1041 / -0.7444" spin_multiplicity=6 e_tot_ha=-7698.63265 de_lowest_ev=1.842
Mn 0.0247 0.2489 0.5455
O -2.5406 -3.6085 -0.1989
As -2.2536 -2.1544 0.7600
O -2.2821 -2.5374 2.3553
O -0.8092 -1.5872 0.0762
C -3.8575 -1.1699 0.2537
C -4.9827 -1.9374 -0.0474
C -6.1934 -1.3224 -0.3265
C -6.3032 0.0518 -0.3039
C -5.1934 0.8342 -0.0089
C -3.9805 0.2200 0.2619
S -2.5882 1.2883 0.5414
O -1.7969 0.6021 1.6160
O -3.1263 2.5646 0.9033
O -1.7832 1.2216 -0.6709
H -1.7590 -3.6762 -0.7616
H -4.8955 -3.0145 -0.0631
H -7.0607 -1.9285 -0.5631
H -7.2547 0.5263 -0.5141
H -5.2514 1.9127 0.0243
N 0.3841 -0.3324 3.9795
N 0.4125 -1.0408 2.6953
H -0.5303 0.1139 3.9954
H 1.0183 0.4649 3.8976
H -0.4676 -1.5629 2.6780
H 1.1219 -1.7627 2.7829
C 0.1972 3.2857 0.7756
As 1.7055 2.1578 1.5498
C 3.0196 0.6663 1.8617
C 3.0170 3.0216 0.4025
S 1.8267 3.0781 3.5305
H 0.1680 3.1309 -0.3010
H 0.5424 4.2723 1.0693
H -0.7538 3.0496 1.2439
H 3.3516 0.3879 0.8680
H 2.5288 -0.1439 2.3769
H 3.7463 1.1896 2.4771
H 3.1449 2.4351 -0.5087
H 3.9426 3.0542 0.9710
H 2.6840 4.0285 0.1630
C 2.4234 -2.5269 -0.1397
C 2.5752 -1.8006 -1.4484
C 3.2614 -2.3824 -2.5048
C 3.4052 -1.7491 -3.7388
C 2.8141 -0.4958 -3.8979
C 2.1142 0.1248 -2.8742
C 1.4405 1.4525 -3.0802
C 1.9854 -0.5010 -1.5892
N 1.3591 0.1412 -0.5984
H 3.0799 -3.4025 -0.1007
H 1.3900 -2.8474 0.0220
H 2.6586 -1.8719 0.6982
H 3.6999 -3.3678 -2.3548
H 3.9454 -2.2212 -4.5513
H 2.8857 0.0133 -4.8577
H 1.3300 1.6735 -4.1472
H 2.0019 2.2739 -2.6199
H 0.4577 1.4598 -2.6048

[2]
53
Properties=species:S:1:pos:R:3 method="wB97M-V/def2-TZVPD" charge=+1 homo_energy_ev="-8.9871 / -10.2664" spin_multiplicity=3 e_tot_ha=-2576.62780 de_lowest_ev=0.000
Ti -0.2089 -0.2019 -0.2857
P 2.0838 -0.4389 0.4045
C 2.7107 -0.9069 -1.2779
C 1.8988 -0.3276 -2.4140
N 0.6459 0.1134 -2.1556
C -0.0434 0.8286 -3.0745
C 0.4240 0.9111 -4.3780
C 1.6490 0.3405 -4.7061
C 2.3981 -0.2705 -3.7069
C -1.3189 1.5155 -2.6519
P -1.5446 1.7068 -0.8164
H 3.3807 -0.6999 -3.8969
H -0.1892 1.4363 -5.1086
H 2.0214 0.3861 -5.7277
H -1.3478 2.5339 -3.0711
H -2.1992 0.9803 -3.0491
H 3.6712 -0.5997 -1.3321
H 2.7060 -2.0121 -1.3321
H 2.2921 4.2088 -0.2022
O 1.8344 3.7122 0.4105
H 1.9390 4.1540 1.2674
H -0.7280 -0.3201 4.6873
O 0.4411 0.6336 3.6527
H 0.6921 1.0717 4.4800
C -1.0928 3.4283 -0.5251
H -1.1224 3.9789 -1.4741
H -1.8318 3.8554 0.1652
H -0.0844 3.5117 -0.0900
C -3.3364 1.6727 -0.5642
H -3.6525 2.6191 -0.1092
H -3.8608 1.5159 -1.5145
H -3.5757 0.8497 0.1198
C 2.6006 -1.8070 1.4638
H 3.6036 -1.6148 1.8671
H 1.8836 -1.9003 2.2902
H 2.6054 -2.7415 0.8885
C 3.0989 0.9691 0.8922
H 3.1137 1.0137 1.9917
H 4.1220 0.8435 0.5067
H 2.6729 1.9156 0.5183
O -0.8879 -0.7656 2.3763
B -0.5396 -0.2341 3.5851
O -1.2614 -1.7059 -0.0593
C -1.8518 -2.3801 0.9309
C -2.5558 -3.5772 0.7280
C -3.0342 -4.2687 1.8326
C -2.8508 -3.7842 3.1319
C -2.1739 -2.5803 3.3542
C -1.6915 -1.8995 2.2515
H -2.6858 -3.9379 -0.2911
H -3.5710 -5.2053 1.6770
H -3.2278 -4.3468 3.9841
H -2.0209 -2.1802 4.3570

[3]
51
Properties=species:S:1:pos:R:3 method="wB97M-V/def2-TZVPD" smiles="CNCC1=C(N(C)C(C)=O)C(=O)C(S)=C(Cl)C1=O.CCCCCC" homo_energy_ev=-9.2263 spin_multiplicity=1 e_tot_ha=-1857.52779 de_lowest_ev=1.908
C -3.0592 4.3698 1.7737
N -3.8473 4.5557 0.5534
C -3.9165 3.3833 -0.3444
C -2.6800 2.5268 -0.2940
C -1.6050 2.7539 -1.0613
N -1.5973 3.8327 -1.9904
C -1.5809 3.4147 -3.4062
C -0.6078 4.8670 -1.7192
C -1.0826 5.9830 -0.8193
O 0.4797 4.8489 -2.2229
C -0.4218 1.8252 -0.9991
O 0.4500 1.8518 -1.8274
C -0.3576 0.8337 0.1284
S 1.1671 -0.0264 0.2944
C -1.4395 0.6109 0.8799
Cl -1.4835 -0.5334 2.1470
C -2.7146 1.3569 0.6383
O -3.7378 1.0233 1.1792
H -3.2537 5.2149 2.4359
H -3.2966 3.4544 2.3327
H -1.9910 4.3791 1.5467
H -4.7941 4.7468 0.8582
H -4.7780 2.7551 -0.1022
H -4.0258 3.7386 -1.3706
H -2.4938 2.8462 -3.5966
H -0.7130 2.8117 -3.6726
H -1.5956 4.3125 -4.0236
H -0.6716 5.8382 0.1839
H -0.6902 6.9218 -1.2110
H -2.1661 6.0128 -0.7428
H 1.3074 0.1891 1.6093
C 0.7931 -3.7711 0.7194
C 1.4592 -4.9691 1.3876
C 2.9127 -4.7096 1.7821
C 3.8448 -4.3790 0.6143
C 3.8985 -5.4408 -0.4831
C 4.4083 -6.7936 0.0026
H 1.2883 -3.4997 -0.2142
H -0.2517 -3.9826 0.4857
H 0.8153 -2.8975 1.3735
H 1.3997 -5.8390 0.7274
H 0.8990 -5.2360 2.2877
H 3.2963 -5.5790 2.3230
H 2.9422 -3.8776 2.4934
H 4.8545 -4.2264 1.0090
H 3.5496 -3.4246 0.1696
H 4.5496 -5.0790 -1.2831
H 2.9091 -5.5633 -0.9325
H 5.4079 -6.7004 0.4332
H 4.4645 -7.5099 -0.8181
H 3.7554 -7.2211 0.7652

[4]
48
Properties=species:S:1:pos:R:3 method="wB97M-V/def2-TZVPD" charge=+1 homo_energy_ev=-11.7307 spin_multiplicity=1 e_tot_ha=-1328.61139 de_lowest_ev=14.908
C -0.6144 2.8230 0.4458
C -1.6283 2.4220 -0.3786
C -1.4134 1.4620 -1.6143
C 0.0680 0.9497 -1.5739
C 1.1523 1.8228 -2.0169
C 2.5688 1.0854 -2.0838
C 2.8714 -0.2421 -1.5430
C 1.5091 -0.8332 -1.1667
C 0.2848 -0.2644 -1.1764
O -0.7926 -0.9808 -0.4716
C -1.0867 -2.4075 -1.1902
C -2.4954 -2.6217 -0.6814
H -2.7708 -3.4673 -0.8532
H -3.2092 -2.0056 -0.8694
O -2.5360 -2.7479 0.8674
C -3.2019 -2.0963 1.6474
C -2.7011 -0.6025 2.0317
N -1.2189 -0.7855 2.1456
H -1.0572 -0.9975 1.1181
H -1.0693 -1.7075 2.6511
C -0.6387 0.4753 2.6904
C -0.8095 0.3463 4.1064
H -0.3853 1.1625 4.6008
H -0.5760 -0.5922 4.6909
H -2.2221 0.7689 4.1889
C 0.8177 0.2071 2.5019
C 1.5671 -0.9507 3.1345
H 2.4755 -1.1085 2.6911
H 1.5098 -1.1871 4.0641
H 1.1441 -1.9719 2.5535
H 1.3110 1.0639 2.8518
H 1.0160 0.4437 1.3669
H -0.9899 1.2389 2.2147
H -2.8612 0.0987 1.0817
H -3.2140 -0.1372 2.7640
H -4.4084 -2.1318 1.0545
H -3.5797 -2.4568 2.5679
H -0.8731 -2.5299 -2.0560
H -0.3367 -3.0622 -0.6587
H 1.8201 -2.0071 -0.8619
H 3.7148 -0.7789 -1.4865
Cl 4.0275 1.7755 -2.8460
H 1.1654 2.6543 -2.5604
H -1.2766 2.2149 -2.4707
H -2.0126 0.8329 -1.7755
H -2.6438 2.7920 -0.2733
H -0.8907 3.5943 1.3177
H 0.3909 2.6180 0.5456